Record 1
{"formula": "C5H8O2", "method": "the ωB97M-V functional and the def2-TZVPD basis", "elements": ["O", "C", "C", "C", "C", "C", "O", "H", "H", "H", "H", "H", "H", "H", "H"], "coordinates": [[1.917, -0.888, -0.526], [1.130, -0.420, 0.393], [0.652, 1.201, 0.000], [-0.642, 0.897, -0.517], [-1.361, 0.015, 0.476], [-0.296, -1.048, 0.212], [-0.348, -0.981, -1.221], [0.690, -1.076, -1.383], [1.509, -0.397, 1.428], [0.596, 1.671, 0.984], [1.373, 1.690, -0.653], [-1.081, 1.279, -1.433], [-1.383, 0.428, 1.489], [-2.357, -0.301, 0.158], [-0.401, -2.069, 0.593]], "lowdin_charge": [-0.12, -0.40, -0.07, -0.02, -0.08, -0.29, -0.04, 0.11, 0.14, 0.12, 0.12, 0.14, 0.13, 0.12, 0.15], "de_lowest_kcal_mol": 89.81, "homo_energy_ha": -0.31714, "lumo_ev": -0.3, "orbital_gap_ev": 8.353}


Record 2
{"formula": "C5H8O2", "method": "the ωB97M-V functional and the def2-TZVPD basis", "elements": ["O", "C", "C", "C", "C", "C", "O", "H", "H", "H", "H", "H", "H", "H", "H"], "coordinates": [[0.316, -0.233, -2.261], [-0.057, 0.248, -0.995], [-0.998, -0.741, -0.244], [-0.233, -0.755, 1.092], [0.139, 0.721, 1.301], [1.021, 0.327, 0.101], [1.123, -1.009, 0.640], [0.616, 0.553, -2.731], [-0.407, 1.289, -1.128], [-2.042, -0.424, -0.177], [-0.955, -1.738, -0.699], [-0.561, -1.412, 1.901], [-0.646, 1.469, 1.144], [0.709, 0.909, 2.209], [1.973, 0.796, -0.155]], "lowdin_charge": [-0.01, -0.34, -0.06, -0.27, -0.05, -0.25, -0.05, 0.09, 0.15, 0.12, 0.13, 0.15, 0.12, 0.12, 0.15], "de_lowest_kcal_mol": 43.91, "homo_energy_ha": -0.34663, "lumo_ev": 0.8, "orbital_gap_ev": 10.260}


Record 3
{"formula": "C5H8O2", "method": "the ωB97M-V functional and the def2-TZVPD basis", "elements": ["C", "C", "O", "C", "C", "C", "O", "H", "H", "H", "H", "H", "H", "H", "H"], "coordinates": [[1.687, -0.953, -0.726], [0.910, 0.127, -0.654], [1.248, 1.304, -1.232], [-0.378, 0.182, 0.131], [-1.301, -1.007, 0.071], [-0.421, 1.121, 1.257], [-1.027, 1.455, 0.009], [2.625, -0.924, -1.267], [1.413, -1.869, -0.216], [0.479, 1.891, -1.120], [-2.221, -0.789, 0.621], [-1.558, -1.233, -0.968], [-0.832, -1.894, 0.508], [0.474, 1.690, 1.505], [-1.119, 0.950, 2.075]], "lowdin_charge": [0.07, -0.36, 0.06, -0.43, 0.00, -0.06, -0.03, 0.07, 0.06, 0.10, 0.09, 0.10, 0.09, 0.13, 0.12], "de_lowest_kcal_mol": 40.27, "homo_energy_ha": -0.32447, "lumo_ev": 0.9, "orbital_gap_ev": 9.737, "smiles": "C=C(O)[C@@]1(C)CO1"}


Record 4
{"formula": "C5H8O2", "method": "the ωB97M-V functional and the def2-TZVPD basis", "elements": ["O", "C", "C", "C", "C", "C", "O", "H", "H", "H", "H", "H", "H", "H", "H"], "coordinates": [[-2.065, -0.338, -0.346], [-0.868, -0.412, -0.240], [0.011, -1.594, 0.193], [1.341, -0.833, 0.090], [1.071, 0.515, 0.782], [0.211, 0.648, -0.488], [1.190, -0.161, -1.194], [-2.637, 1.949, -0.608], [-2.687, 2.693, -0.603], [-0.252, -1.951, 1.194], [-0.052, -2.422, -0.518], [2.276, -1.384, 0.196], [0.587, 0.525, 1.764], [1.937, 1.178, 0.746], [-0.063, 1.587, -0.967]], "lowdin_charge": [0.08, -0.34, -0.04, -0.27, -0.03, -0.21, -0.05, 0.01, 0.04, 0.13, 0.13, 0.15, 0.12, 0.12, 0.14], "de_lowest_kcal_mol": 62.50, "homo_energy_ha": -0.34505, "lumo_ev": 0.9, "orbital_gap_ev": 10.320}


Record 5
{"formula": "C5H8O2", "method": "the ωB97M-V functional and the def2-TZVPD basis", "elements": ["C", "C", "C", "O", "C", "C", "O", "H", "H", "H", "H", "H", "H", "H", "H"], "coordinates": [[-1.188, 1.284, -0.254], [-0.247, 0.218, 0.102], [-0.017, -0.452, 1.437], [1.431, -0.459, 1.208], [1.259, 0.207, -0.049], [0.440, -0.631, -0.975], [0.506, -2.012, -0.857], [-1.817, 1.730, 0.542], [-0.882, 2.065, -0.944], [-1.816, 0.600, -1.431], [-0.423, -1.466, 1.551], [-0.261, 0.166, 2.307], [1.936, 1.015, -0.304], [-0.170, -0.026, -2.067], [1.248, -2.240, -0.264]], "lowdin_charge": [-0.03, -0.42, -0.08, -0.07, -0.18, -0.25, 0.00, 0.07, 0.04, 0.17, 0.13, 0.13, 0.15, 0.22, 0.11], "de_lowest_kcal_mol": 130.01, "homo_energy_ha": -0.33360, "lumo_ev": 0.8, "orbital_gap_ev": 9.864}


Record 6
{"formula": "C5H8O2", "method": "the ωB97M-V functional and the def2-TZVPD basis", "elements": ["C", "C", "C", "C", "O", "C", "O", "H", "H", "H", "H", "H", "H", "H", "H"], "coordinates": [[-1.560, -1.282, -0.623], [-0.279, -0.524, -0.386], [0.903, -0.801, -0.976], [-0.276, 0.652, 0.441], [-1.460, 1.142, 0.737], [0.943, 1.269, 1.088], [2.144, 1.023, 0.699], [-1.357, -2.175, -1.219], [-2.300, -0.671, -1.150], [-2.012, -1.598, 0.324], [1.776, -0.201, -0.704], [0.971, -1.606, -1.705], [-1.340, 1.977, 1.228], [0.645, 2.353, 1.254], [0.633, 0.803, 2.104]], "lowdin_charge": [-0.04, -0.27, 0.18, -0.19, 0.12, -0.46, -0.20, 0.08, 0.09, 0.09, 0.06, 0.09, 0.14, 0.13, 0.17], "de_lowest_kcal_mol": 80.50, "homo_energy_ha": [-0.29489, -0.29487], "lumo_ev": [-0.7, -0.7], "orbital_gap_ev": [7.332, 7.331]}